Below is a 12-piece molecular cluster, C53H139N15O19 overall, with properties calculated with ωB97M-V/def2-TZVPD.

XYZ file:
```
226
Properties=species:S:1:pos:R:3
C -6.84 -4.78 0.48
O -7.85 -5.73 0.49
C -9.14 -5.34 1.00
C -10.22 -6.06 0.28
C -10.13 -5.93 -1.22
N -11.53 -5.56 0.57
H -5.96 -5.20 -0.02
H -6.66 -4.50 1.51
H -7.24 -3.92 -0.06
H -9.27 -5.45 2.08
H -9.41 -4.33 0.70
H -10.15 -7.13 0.43
H -9.14 -6.34 -1.44
H -10.11 -4.85 -1.42
H -10.88 -6.41 -1.84
H -11.92 -5.84 1.45
H -12.10 -6.10 -0.07
C -2.19 0.25 2.32
O -1.27 -0.66 1.77
C 0.00 -0.14 1.40
C 0.97 -1.24 0.87
C 2.36 -0.76 0.42
N 0.41 -1.87 -0.30
H -3.07 -0.21 2.77
H -2.59 0.95 1.59
H -1.76 0.86 3.11
H -0.25 0.52 0.57
H 0.45 0.43 2.21
H 1.16 -1.98 1.65
H 2.89 -0.35 1.28
H 2.25 0.10 -0.25
H 2.98 -1.60 0.11
H -0.40 -2.37 0.02
H 0.21 -1.14 -0.97
C 9.05 -9.17 4.16
O 8.08 -8.74 3.26
C 8.33 -8.62 1.88
C 7.16 -7.92 1.26
N 7.36 -7.73 -0.23
C 6.67 -6.63 -0.84
C 7.00 -6.68 -2.30
O 8.07 -5.73 -2.48
C 8.82 -6.01 -3.65
H 8.58 -9.08 5.14
H 10.03 -8.71 4.04
H 9.33 -10.21 3.98
H 8.59 -9.63 1.54
H 9.31 -8.15 1.77
H 7.16 -7.01 1.86
H 6.27 -8.48 1.54
H 8.35 -7.63 -0.39
H 6.93 -5.66 -0.42
H 5.63 -6.81 -0.57
H 6.18 -6.29 -2.90
H 7.17 -7.69 -2.66
H 9.71 -5.40 -3.61
H 8.28 -5.74 -4.56
H 9.14 -7.05 -3.67
C 9.81 4.07 1.27
O 10.61 4.54 2.36
C 9.95 5.26 3.40
C 10.96 5.45 4.55
N 11.86 6.59 4.21
C 12.79 6.75 5.38
C 13.69 7.89 5.19
O 14.39 8.08 6.45
C 15.19 9.27 6.37
H 9.10 3.29 1.53
H 10.42 3.53 0.55
H 9.28 4.90 0.80
H 9.13 4.58 3.63
H 9.62 6.26 3.14
H 11.49 4.52 4.75
H 10.42 5.76 5.45
H 12.43 6.31 3.42
H 13.45 5.88 5.44
H 12.27 6.93 6.32
H 13.13 8.82 5.04
H 14.32 7.79 4.31
H 15.56 9.47 7.37
H 14.71 10.21 6.10
H 16.04 9.30 5.69
C -1.35 0.91 -4.51
O -0.18 0.23 -5.01
C -0.45 -0.94 -5.81
C 0.89 -1.53 -6.30
N 1.28 -1.03 -7.60
C 1.46 0.41 -7.64
C 2.03 0.72 -9.00
O 3.32 0.16 -9.24
C 4.14 0.93 -10.22
H -2.09 0.28 -4.02
H -1.97 1.48 -5.20
H -1.01 1.61 -3.75
H -1.03 -0.67 -6.69
H -0.95 -1.75 -5.27
H 0.75 -2.61 -6.30
H 1.56 -1.31 -5.47
H 2.20 -1.39 -7.82
H 2.14 0.76 -6.86
H 0.52 0.93 -7.45
H 2.03 1.81 -8.97
H 1.40 0.49 -9.87
H 4.35 1.95 -9.89
H 3.59 0.94 -11.16
H 5.03 0.41 -10.55
C -11.66 -3.14 12.32
O -10.63 -2.18 12.20
C -9.75 -2.18 13.26
C -8.68 -1.09 13.16
N -8.01 -1.22 11.86
C -6.69 -1.78 11.89
C -6.13 -1.98 10.51
O -6.78 -3.10 9.93
C -6.59 -3.13 8.51
H -12.38 -3.15 13.14
H -11.16 -4.10 12.27
H -12.28 -3.17 11.42
H -9.24 -3.13 13.40
H -10.26 -2.00 14.20
H -8.00 -1.16 14.00
H -9.23 -0.15 13.11
H -8.58 -1.75 11.22
H -6.66 -2.72 12.45
H -6.05 -1.07 12.40
H -5.08 -2.23 10.69
H -6.20 -1.05 9.94
H -5.63 -3.59 8.31
H -6.69 -2.16 8.02
H -7.25 -3.86 8.04
C 5.90 1.43 -5.58
O 5.74 2.85 -5.51
C 6.45 3.66 -6.52
C 6.14 5.15 -6.49
N 4.81 5.25 -7.05
C 4.36 6.66 -6.98
C 2.92 6.80 -7.64
O 3.17 6.82 -9.07
C 1.95 6.58 -9.74
H 6.86 1.20 -5.11
H 5.67 1.01 -6.56
H 5.14 0.96 -4.96
H 6.15 3.29 -7.50
H 7.51 3.47 -6.33
H 6.83 5.72 -7.11
H 6.08 5.55 -5.48
H 4.76 4.94 -8.01
H 5.02 7.43 -7.38
H 4.26 7.04 -5.97
H 2.44 7.76 -7.42
H 2.35 5.92 -7.35
H 1.48 5.63 -9.50
H 2.06 6.55 -10.83
H 1.35 7.46 -9.50
C 0.10 -8.44 -3.34
O -0.87 -9.36 -2.95
C -2.22 -9.05 -3.43
C -2.81 -7.78 -2.82
N -4.00 -7.24 -3.48
C -3.81 -6.88 -4.87
C -4.94 -5.89 -5.38
O -4.60 -4.60 -4.86
C -5.77 -3.81 -4.89
H 1.08 -8.90 -3.23
H 0.14 -7.50 -2.79
H 0.02 -8.19 -4.40
H -2.83 -9.95 -3.33
H -2.19 -8.96 -4.51
H -2.09 -6.96 -2.88
H -3.10 -7.94 -1.78
H -4.41 -6.53 -2.89
H -3.72 -7.86 -5.34
H -2.86 -6.39 -5.08
H -5.85 -6.33 -4.97
H -5.11 -5.91 -6.46
H -5.39 -2.85 -4.52
H -6.49 -3.99 -4.09
H -6.28 -3.71 -5.85
C -9.16 2.92 0.62
O -9.22 3.95 -0.37
C -8.01 4.23 -1.04
C -8.02 5.63 -1.80
N -7.63 6.71 -0.95
C -8.57 7.04 0.05
C -8.47 8.48 0.56
O -9.37 8.70 1.69
C -9.48 10.08 1.89
H -9.14 1.90 0.22
H -10.09 2.98 1.18
H -8.32 3.01 1.32
H -7.84 3.43 -1.76
H -7.12 4.08 -0.42
H -9.03 5.82 -2.16
H -7.24 5.64 -2.56
H -7.51 7.53 -1.53
H -8.35 6.44 0.94
H -9.62 6.84 -0.21
H -8.60 9.05 -0.36
H -7.46 8.66 0.92
H -9.77 10.70 1.05
H -8.67 10.61 2.40
H -10.24 10.14 2.66
N -1.26 6.42 2.17
C -2.58 6.41 2.29
N -3.03 5.92 1.15
O -3.14 6.99 3.22
H -0.84 5.98 1.36
H -0.78 6.78 2.98
H -4.00 6.09 0.91
H -2.45 5.37 0.53
N 2.55 -0.90 6.60
C 2.87 -2.03 6.03
N 1.84 -2.72 5.82
O 4.03 -2.33 5.80
H 3.42 -0.57 6.99
H 1.70 -0.69 7.09
H 0.99 -2.18 5.71
H 1.89 -3.65 5.44
N 3.14 5.50 -2.60
C 2.24 4.56 -2.45
N 2.32 3.73 -3.34
O 1.33 4.55 -1.64
H 3.85 5.29 -3.29
H 3.22 6.25 -1.93
H 1.56 3.10 -3.57
H 3.21 3.70 -3.82
```

Computed properties:
- ΔE to the lowest compared entry with this formula, charge and spin: 760.2 kJ/mol
- Net charge: 0
- Highest occupied orbital energy: -8.314 eV
- Frontier orbital gap: 8.46 eV